Computed, not measured: a 8-piece molecular cluster, C22H63N3O13 overall at a distorted geometry, with ωB97M-V/def2-TZVPD.

Calculated values
E_LUMO   0.32 eV
Structure (SMILES)   COC[C@H](C)N.COC[C@H](C)N.COC[C@H](C)N.OCCO.OCCO.OCCO.OCCO.OCCO
ΔE to the lowest compared entry with this formula, charge and spin   76.86 kcal per mole
E   -2018.15453 Ha
2S+1   1
HOMO   -9.13 eV

Last columns: bonded neighbours and bond lengths (Å).
Geometry (Å):
1 C -1.24960 3.96456 3.11014  C2 1.545, O4 1.399, H5 1.098, H6 1.098
2 C -2.79188 4.04723 3.15789  C1 1.545, O3 1.425, H7 1.090, H8 1.090
3 O -3.34024 3.67445 4.41877  C2 1.425, H9 0.961
4 O -0.80101 2.65315 2.92360  C1 1.399, H10 0.961
5 H -0.80220 4.34505 4.03805  C1 1.098
6 H -0.96741 4.69864 2.34416  C1 1.098
7 H -3.18760 3.46780 2.32352  C2 1.090
8 H -2.94792 5.10378 2.94145  C2 1.090
9 H -3.45258 2.72023 4.42401  O3 0.961
10 H 0.11344 2.64496 2.62926  O4 0.961
11 C -0.55485 0.17735 0.78272  C12 1.503, O14 1.420, H15 1.096, H16 1.093
12 C 0.37572 -1.00300 0.81150  C11 1.503, O13 1.417, H17 1.095, H18 1.095
13 O 0.43042 -1.55949 2.11351  C12 1.417, H19 0.966
14 O -1.87792 -0.27030 0.52756  C11 1.420, H20 0.963
15 H -0.36486 0.88170 -0.03552  C11 1.096
16 H -0.52038 0.74992 1.71353  C11 1.093
17 H 1.38017 -0.69247 0.50522  C12 1.095
18 H 0.15328 -1.79090 0.08409  C12 1.095
19 H -0.47053 -1.61962 2.45603  O13 0.966
20 H -2.41497 0.24361 -0.08411  O14 0.963
21 C -0.35488 2.42105 -5.26559  C22 1.522, O24 1.437, H25 1.090, H26 1.093
22 C -1.37799 2.35548 -4.14010  C21 1.522, O23 1.424, H27 1.094, H28 1.090
23 O -0.87151 2.21001 -2.81765  C22 1.424, H29 0.962
24 O 0.10908 1.06812 -5.40337  C21 1.437, H30 0.962
25 H 0.48662 3.09620 -5.11188  C21 1.090
26 H -0.92498 2.72533 -6.14737  C21 1.093
27 H -2.01826 1.48769 -4.32659  C22 1.094
28 H -2.09574 3.17480 -4.18230  C22 1.090
29 H -0.36813 1.39532 -2.72541  O23 0.962
30 H 0.74658 1.01358 -6.12129  O24 0.962
31 C 2.78943 -4.61644 1.71195  C32 1.485, O34 1.432, H35 1.096, H36 1.092
32 C 1.72291 -4.38784 0.70489  C31 1.485, O33 1.425, H37 1.096, H38 1.098
33 O 0.46481 -4.29381 1.36738  C32 1.425, H39 0.975
34 O 2.69423 -5.85216 2.42972  C31 1.432, H40 0.968
35 H 2.74381 -3.80041 2.44200  C31 1.096
36 H 3.76769 -4.55032 1.23164  C31 1.092
37 H 1.60067 -5.16947 -0.05335  C32 1.096
38 H 1.93390 -3.54728 0.02995  C32 1.098
39 H 0.42921 -3.37303 1.68583  O33 0.975
40 H 1.83331 -5.72713 2.85374  O34 0.968
41 C -5.41664 2.43782 -0.24294  C42 1.529, O44 1.445, H45 1.094, H46 1.089
42 C -4.15213 2.70217 -1.06084  C41 1.529, O43 1.414, H47 1.095, H48 1.094
43 O -2.97458 2.01892 -0.67877  C42 1.414, H49 0.967
44 O -5.37048 3.03177 1.07351  C41 1.445, H50 0.960
45 H -5.55181 1.35406 -0.18331  C41 1.094
46 H -6.34888 2.89210 -0.57556  C41 1.089
47 H -4.07352 3.79330 -1.00372  C42 1.095
48 H -4.40734 2.54312 -2.11295  C42 1.094
49 H -2.21470 2.39933 -1.14010  O43 0.967
50 H -5.41259 2.35168 1.75038  O44 0.960
51 C -3.18048 -2.76526 -1.43361  C52 1.556, H57 1.087, H58 1.092, H59 1.090
52 C -3.60636 -2.48964 -2.90444  C51 1.556, C53 1.515, N56 1.480, H60 1.095
53 C -5.05017 -2.07792 -3.10911  C52 1.515, O54 1.409, H61 1.095, H62 1.099
54 O -5.98542 -3.12565 -2.99108  C53 1.409, C55 1.437
55 C -5.70886 -4.36666 -3.66065  O54 1.437, H63 1.087, H64 1.093, H65 1.091
56 N -2.79766 -1.36363 -3.42159  C52 1.480, H66 1.012, H67 1.014
57 H -2.26094 -3.34059 -1.35845  C51 1.087
58 H -4.02213 -3.24534 -0.92990  C51 1.092
59 H -3.05656 -1.77727 -0.98932  C51 1.090
60 H -3.38495 -3.42913 -3.42198  C52 1.095
61 H -5.19471 -1.45067 -3.99552  C53 1.095
62 H -5.21532 -1.36001 -2.29376  C53 1.099
63 H -5.22587 -5.15598 -3.09052  C55 1.087
64 H -5.19826 -4.15613 -4.60431  C55 1.093
65 H -6.65609 -4.73629 -4.05665  C55 1.091
66 H -2.11003 -1.24459 -2.68844  N56 1.012
67 H -3.40352 -0.55020 -3.42042  N56 1.014
68 C 5.21751 -1.84619 3.61050  C69 1.490, H74 1.093, H75 1.091, H76 1.091
69 C 4.64066 -0.66992 2.90162  C68 1.490, C70 1.552, N73 1.516, H77 1.090
70 C 4.94941 -0.78889 1.38572  C69 1.552, O71 1.394, H78 1.100, H79 1.101
71 O 4.69854 -2.06518 0.88448  C70 1.394, C72 1.389
72 C 4.87424 -2.24704 -0.48138  O71 1.389, H80 1.090, H81 1.100, H82 1.095
73 N 3.13681 -0.63534 3.09144  C69 1.516, H83 1.014, H84 1.015
74 H 5.13700 -1.78856 4.69949  C68 1.093
75 H 6.27288 -2.01062 3.38655  C68 1.091
76 H 4.61584 -2.71336 3.33330  C68 1.091
77 H 4.94212 0.29399 3.31087  C69 1.090
78 H 5.97792 -0.50281 1.12092  C70 1.100
79 H 4.38870 -0.02519 0.82549  C70 1.101
80 H 4.79243 -3.31676 -0.67432  C72 1.090
81 H 5.88842 -2.02032 -0.84136  C72 1.100
82 H 4.23269 -1.66543 -1.15157  C72 1.095
83 H 2.69333 -1.34835 2.52331  N73 1.014
84 H 3.05871 -0.93741 4.05760  N73 1.015
85 C 3.17669 1.75697 -1.61046  C86 1.554, H91 1.088, H92 1.087, H93 1.095
86 C 2.86119 2.53630 -0.30336  C85 1.554, C87 1.529, N90 1.466, H94 1.098
87 C 2.82349 1.72227 0.99007  C86 1.529, O88 1.429, H95 1.094, H96 1.095
88 O 2.62149 2.60247 2.09804  C87 1.429, C89 1.428
89 C 2.23103 1.92325 3.29160  O88 1.428, H97 1.095, H98 1.094, H99 1.089
90 N 3.87733 3.59014 -0.22164  C86 1.466, H100 1.016, H101 1.012
91 H 4.16700 1.31881 -1.51024  C85 1.088
92 H 2.96916 2.49766 -2.37801  C85 1.087
93 H 2.52929 0.88341 -1.73651  C85 1.095
94 H 1.88812 3.04360 -0.34608  C86 1.098
95 H 3.71067 1.12435 1.21763  C87 1.094
96 H 2.02748 0.98599 0.83509  C87 1.095
97 H 1.58142 1.05740 3.12625  C89 1.095
98 H 1.53284 2.45514 3.94414  C89 1.094
99 H 3.03629 1.61406 3.95672  C89 1.089
100 H 3.82796 3.91801 0.73823  N90 1.016
101 H 3.58154 4.30192 -0.87766  N90 1.012

=====

Computed, not measured: a 2-piece molecular cluster, C24H25Cl2N3O4 overall at a distorted geometry, with ωB97M-V/def2-TZVPD.

Calculated values
E_LUMO   0.43 eV
Structure (SMILES)   CNC(=O)[C@H](Cc1ccc(O)cc1)NC(C)=O.Oc1ccccc1Nc1ccc(Cl)cc1Cl
E   -2315.21966 Ha
2S+1   1
HOMO   -8.09 eV

Last columns: bonded neighbours and bond lengths (Å).
Geometry (Å):
1 O 1.09888 4.39860 -4.37544  C7 1.223
2 O 1.06495 -0.10014 -4.27083  C8 1.226
3 Cl 3.60303 -5.74393 2.38757  C20 1.747
4 Cl -0.84885 -5.53696 5.50051  C21 1.751
5 O -2.95777 -2.09058 0.14797  C22 1.359, H34 0.963
6 O -3.31136 -2.00044 3.02081  C23 1.372, H35 0.974
7 C 1.95015 4.21054 -3.51838  O1 1.223, N29 1.334, C30 1.511
8 C 1.22631 1.11470 -4.25845  O2 1.226, N28 1.339, C33 1.545
9 C -2.06783 1.32748 3.94873  C10 1.398, C15 1.399, H36 1.087
10 C -0.93652 0.99220 4.69932  C9 1.398, C17 1.401, H37 1.086
11 C 2.08432 -3.48995 2.69170  C16 1.402, C20 1.397, H38 1.086
12 C 1.35720 -5.43841 3.91246  C20 1.397, C21 1.401, H39 1.085
13 C -1.37906 -0.28694 0.24003  C18 1.407, C22 1.410, H40 1.077
14 C -2.50355 -0.84335 -1.85326  C19 1.410, C22 1.411, H41 1.079
15 C -2.85940 0.31704 3.39208  C9 1.399, C23 1.400, H42 1.085
16 C 0.99973 -2.76472 3.20404  C11 1.402, C24 1.405, H43 1.084
17 C -0.59320 -0.35339 4.88444  C10 1.401, C25 1.401, H44 1.086
18 C -0.70992 0.76968 -0.40369  C13 1.407, C26 1.408, H45 1.080
19 C -1.81586 0.20416 -2.50060  C14 1.410, C26 1.409, H46 1.081
20 C 2.26484 -4.83082 3.04140  Cl3 1.747, C11 1.397, C12 1.397
21 C 0.26714 -4.72260 4.42413  Cl4 1.751, C12 1.401, C24 1.408
22 C -2.28982 -1.08761 -0.48025  O5 1.359, C13 1.410, C14 1.411
23 C -2.52476 -1.02829 3.58408  O6 1.372, C15 1.400, C25 1.408
24 C 0.07700 -3.37352 4.07053  C16 1.405, C21 1.408, N27 1.401
25 C -1.37673 -1.37027 4.32385  C17 1.401, C23 1.408, N27 1.399
26 C -0.92583 1.01956 -1.77283  C18 1.408, C19 1.409, C32 1.519
27 N -1.06715 -2.71694 4.54209  C24 1.401, C25 1.399, H47 1.020
28 N 1.43458 1.80180 -5.38851  C8 1.339, C31 1.463, H48 1.014
29 N 2.06508 3.07954 -2.81959  C7 1.334, C33 1.480, H49 1.006
30 C 2.95047 5.29775 -3.20230  C7 1.511, H50 1.088, H51 1.090, H52 1.089
31 C 1.52873 1.22423 -6.72905  N28 1.463, H53 1.091, H54 1.092, H55 1.091
32 C -0.20503 2.18164 -2.43345  C26 1.519, C33 1.540, H56 1.091, H57 1.091
33 C 1.22528 1.86421 -2.90708  C8 1.545, N29 1.480, C32 1.540, H58 1.090
34 H -2.62361 -2.24324 1.03818  O5 0.963
35 H -4.13845 -1.60907 2.68728  O6 0.974
36 H -2.33383 2.37089 3.80277  C9 1.087
37 H -0.32449 1.77321 5.14125  C10 1.086
38 H 2.78641 -3.01775 2.01099  C11 1.086
39 H 1.49395 -6.47933 4.18755  C12 1.085
40 H -1.19283 -0.48482 1.28262  C13 1.077
41 H -3.18839 -1.47285 -2.40076  C14 1.079
42 H -3.73302 0.58881 2.80795  C15 1.085
43 H 0.86680 -1.73257 2.90032  C16 1.084
44 H 0.27605 -0.62317 5.47610  C17 1.086
45 H -0.02428 1.38869 0.15654  C18 1.080
46 H -1.96929 0.37883 -3.55666  C19 1.081
47 H -1.88386 -3.32578 4.59980  N27 1.020
48 H 1.45446 2.81232 -5.30479  N28 1.014
49 H 2.81748 3.04690 -2.15199  N29 1.006
50 H 3.94681 4.96865 -3.49162  C30 1.088
51 H 2.68559 6.19402 -3.76286  C30 1.090
52 H 2.92437 5.51807 -2.13657  C30 1.089
53 H 2.33834 1.70329 -7.28097  C31 1.091
54 H 1.72916 0.15196 -6.66968  C31 1.092
55 H 0.58994 1.37755 -7.26324  C31 1.091
56 H -0.79260 2.54042 -3.27965  C32 1.091
57 H -0.16848 2.99442 -1.70633  C32 1.091
58 H 1.63874 1.15626 -2.18832  C33 1.090

=====

Question: Which of these has the lowest HOMO?
Answer: C22H63N3O13

=====

Question: HOMO of number 2 (C24H25Cl2N3O4)?
Answer: -8.09 eV

=====

Question: What is the E in the first record?
Answer: -2018.15453 Ha

=====

Question: Among the records above, which one has the highest E?
Answer: C22H63N3O13